Computed, not measured: an isolated molecule of C5H6N2, with ωB97M-V/def2-TZVPD.

The geometry in XYZ format:
```
13
Properties=species:S:1:pos:R:3:forces:R:3:mulliken_charge:R:1
N 0.71808 -0.78608 1.03981 0.187 -0.264 -0.264 -0.095
C 1.71615 -0.06652 0.55325 -0.643 -0.382 -0.095 -0.527
C 1.11600 0.46987 -0.72580 0.373 -0.009 -0.085 0.030
C -0.09655 -0.30225 -1.09477 -0.025 -0.160 -0.305 -0.346
C -0.56619 -0.68512 0.31084 0.054 -0.076 -0.027 -0.155
C -0.98451 0.79795 0.42780 -0.077 0.151 0.212 -0.489
N -0.22434 1.14164 -0.80314 -0.133 0.270 0.032 -0.493
H 1.76787 0.82982 -1.51409 -0.050 0.009 0.212 0.399
H -0.28622 -0.78006 -2.05053 -0.080 0.171 0.087 0.406
H -1.30226 -1.47722 0.47925 0.377 0.128 0.106 0.463
H 0.84490 -1.44200 1.79494 -0.073 0.329 0.288 0.210
H -2.03994 1.00390 0.23428 0.143 -0.210 0.005 0.308
H -0.66299 1.29607 1.34815 -0.054 0.043 -0.165 0.289
```
Forces are in eV/Å.

Results
Energy relative to the best compared isomer or geometry (same formula, charge and spin)   400.3 kJ/mol
Orbital gap   9.342 eV

Computed, not measured: a structure of composition C5H6N2, with ωB97M-V/def2-TZVPD.

The geometry in XYZ format:
```
13
Properties=species:S:1:pos:R:3:forces:R:3:mulliken_charge:R:1
C 1.94491 1.34024 -0.12394 -1.830 -0.662 0.831 -0.860
C 0.85872 0.55618 -0.48367 -1.260 -2.391 -1.401 0.372
C 2.08178 0.67381 1.04284 1.361 -0.387 0.170 0.423
C -0.97549 -1.06827 -0.38041 -1.587 2.974 -0.155 -0.224
C -2.20455 -0.18902 -0.51644 -0.792 0.179 2.803 -0.906
N 2.25990 -0.01014 2.04302 -0.266 -0.573 -0.509 -0.528
N 0.12151 -0.45585 -0.50810 3.198 2.285 0.837 -0.156
H 2.28459 2.15074 -0.73738 0.850 0.227 0.442 0.349
H -1.00573 -2.08177 -0.51836 -0.124 -2.417 -0.374 0.428
H -3.17244 -0.63225 -0.09137 1.489 0.896 0.329 0.284
H -2.50805 -0.13162 -1.49051 -0.350 -0.018 -3.160 0.287
H -1.98308 0.91321 -0.28098 -0.492 -1.793 0.404 0.250
H 2.29793 -1.06527 2.04531 -0.197 1.679 -0.217 0.282
```
Forces are in eV/Å.

Results
Energy relative to the best compared isomer or geometry (same formula, charge and spin)   507.2 kJ/mol
Orbital gap   7.896 eV

Computed, not measured: an isolated molecule of C5H6N2, with ωB97M-V/def2-TZVPD.

The geometry in XYZ format:
```
13
Properties=species:S:1:pos:R:3:forces:R:3:mulliken_charge:R:1
N -2.35444 -1.07005 -1.36622 2.014 0.256 1.427 -0.464
C -1.40534 -1.00728 -0.68628 -2.567 -0.817 -1.838 0.145
C -0.22071 -1.00737 0.13899 0.303 0.283 0.178 0.225
C 1.05338 -0.40845 -0.51177 0.056 0.017 -0.045 -0.723
C 0.89436 0.71967 0.49229 0.291 0.152 -0.213 -0.074
C -0.44991 1.30470 0.44557 -1.962 0.034 -2.079 -0.227
N -0.25679 0.05992 1.19824 -0.091 -0.080 0.108 -0.518
H -0.07977 -1.98481 0.58151 0.009 -0.149 0.070 0.363
H 1.00685 -0.14629 -1.57041 -0.015 -0.015 0.114 0.269
H 1.92671 -1.03270 -0.32665 -0.086 0.039 0.006 0.274
H 1.70636 1.17005 1.05081 -0.066 0.023 -0.058 0.319
H -1.16904 1.23445 -0.53961 2.086 0.396 2.475 0.149
H -0.65766 2.15421 1.08983 0.029 -0.139 -0.146 0.263
```
Forces are in eV/Å.

Results
Structure (SMILES)   N#C[C@H]1C[C@H]2CN21
Energy relative to the best compared isomer or geometry (same formula, charge and spin)   257.7 kJ/mol
Orbital gap   10.858 eV

Computed, not measured: a structure of composition C5H6N2, with ωB97M-V/def2-TZVPD.

The geometry in XYZ format:
```
13
Properties=species:S:1:pos:R:3:forces:R:3:mulliken_charge:R:1
N 2.35957 -0.00343 1.65384 -0.488 0.105 -0.858 -0.417
C 1.80899 0.11025 0.64361 0.315 -0.078 0.691 0.102
C 1.12562 0.30010 -0.62050 0.229 -0.022 0.005 0.016
C -0.03291 -0.54586 -1.01135 -0.008 -0.277 -0.078 0.073
C -0.66509 -1.41781 0.06431 -0.097 0.240 -0.213 -0.840
C -0.94462 0.66966 0.60992 -0.100 0.262 -0.059 -0.638
N -0.24885 0.85060 -0.65985 -0.116 0.083 0.075 -0.421
H 1.75872 0.71601 -1.40001 -0.112 -0.066 0.136 0.391
H -0.12100 -0.86960 -2.04831 0.038 0.050 0.146 0.390
H -1.73864 -1.46573 -0.19475 0.151 0.016 0.072 0.252
H -0.73469 -0.43520 1.05205 0.059 -0.152 0.124 0.355
H -2.01852 0.80619 0.48507 0.220 -0.047 0.057 0.373
H -0.54858 1.28482 1.42596 -0.092 -0.113 -0.098 0.365
```
Forces are in eV/Å.

Results
Energy relative to the best compared isomer or geometry (same formula, charge and spin)   593.7 kJ/mol
Orbital gap   8.303 eV

Computed, not measured: a structure of composition C5H6N2, with ωB97M-V/def2-TZVPD.

The geometry in XYZ format:
```
13
Properties=species:S:1:pos:R:3:forces:R:3:mulliken_charge:R:1
C 1.30361 0.04596 0.50579 0.359 0.087 0.193 -0.425
C 1.30961 -0.28255 -1.01363 0.111 -0.003 -0.144 -0.465
C -0.17929 -0.37659 -0.78349 -0.126 0.119 -0.089 0.386
N -1.29742 0.11840 -1.22259 0.167 -0.143 0.128 -0.653
C -2.01501 0.32290 -0.04477 -0.184 0.023 0.144 -0.217
C -1.27972 0.02483 1.06765 -0.134 0.056 -0.003 -0.378
N -0.08685 -0.49177 0.58359 -0.193 0.107 -0.076 -0.021
H 1.26908 1.12485 0.67864 0.183 -0.122 -0.024 0.236
H 2.02544 -0.43307 1.16772 -0.092 -0.028 -0.106 0.275
H 1.62481 0.51564 -1.68626 -0.023 -0.095 0.136 0.250
H 1.81423 -1.21867 -1.26350 -0.124 0.137 0.013 0.227
H -3.02497 0.70939 -0.07851 0.066 -0.188 -0.002 0.412
H -1.52858 0.04563 2.11895 -0.010 0.051 -0.172 0.373
```
Forces are in eV/Å.

Results
Energy relative to the best compared isomer or geometry (same formula, charge and spin)   148.2 kJ/mol
Orbital gap   9.791 eV

Computed, not measured: an isolated molecule of C5H6N2, with ωB97M-V/def2-TZVPD.

The geometry in XYZ format:
```
13
Properties=species:S:1:pos:R:3:forces:R:3:mulliken_charge:R:1
C 0.11053 -1.32636 0.44968 0.150 0.687 -4.049 -0.465
C 0.71020 -0.46269 -0.46305 0.892 -2.051 1.161 -0.294
C 1.32610 0.83342 -0.24590 -0.717 2.100 1.981 -0.608
C -0.14566 1.40656 0.28081 3.264 0.737 -1.616 0.010
N -1.21084 0.83391 0.10293 -3.064 0.075 1.583 -0.014
N -1.76847 -0.28460 -0.29078 -1.576 -1.707 -2.116 -0.613
C -1.26078 -1.48704 -0.11853 -0.147 0.115 2.146 -0.023
H 0.33915 -1.46944 1.45910 0.600 -0.220 1.309 0.360
H 0.29051 -0.46393 -1.45349 -0.171 -0.380 -0.274 0.313
H 1.77295 1.45766 -1.05340 -0.590 -0.941 0.183 0.322
H 1.92373 1.06192 0.66446 -0.115 -0.712 -0.442 0.273
H -0.14167 2.33279 0.83517 0.134 0.202 0.292 0.418
H -1.94576 -2.43221 -0.16699 1.343 2.095 -0.157 0.322
```
Forces are in eV/Å.

Results
Structure (SMILES)   C1=CCC=NN=C1
Energy relative to the best compared isomer or geometry (same formula, charge and spin)   527.2 kJ/mol
Orbital gap   8.955 eV

| no. | energy (eV) | HOMO (eV) | LUMO level (eV) |
| --- | --- | --- | --- |
| 1 | -8258.20997 | -8.5 | 0.862 |
| 2 | -8257.10183 | -7.0 | 0.919 |
| 3 | -8259.68733 | -9.9 | 0.914 |
| 4 | -8256.20463 | -8.5 | -0.242 |
| 5 | -8260.82270 | -8.8 | 0.992 |
| 6 | -8256.89473 | -8.4 | 0.573 |